# 1
39
Properties=species:S:1:pos:R:3 method="wB97M-V/def2-TZVPD" gap_ev=10.5 fmax_ev_per_a=1.7 e_tot_ha=-1000.05274 smiles="CC(=O)OCCCCCN(CC=O)C(=O)O[C@H](C)F" homo_energy_ev=-9.8
H -0.41 2.74 -1.26
H -1.86 0.13 -1.86
O -0.25 -2.68 -0.12
C -0.79 -1.74 0.68
O -0.83 -1.85 1.88
C 1.29 1.48 -1.62
C 0.35 2.21 -0.67
O 1.07 3.16 0.13
H -0.19 1.51 -0.03
C 0.06 -0.72 -2.15
H 0.62 -4.19 0.98
O -0.21 3.93 1.80
F 1.52 -3.83 -0.77
H 1.79 -1.38 0.84
H 2.38 2.21 2.21
H -0.37 1.25 -2.99
C 1.88 -2.43 1.12
C -2.70 0.76 1.52
H 0.82 -1.10 -1.47
H 1.12 0.51 -3.54
H 1.95 2.21 -2.09
O -2.41 0.63 2.68
H -1.92 -1.61 -1.82
H -3.00 1.75 1.13
C 1.30 2.15 2.31
C 0.50 0.67 -2.66
C -2.70 -0.38 0.51
H 0.04 -1.41 -2.99
H 1.77 -2.55 2.19
H 0.97 2.30 3.34
H 1.93 0.80 -1.06
H -3.14 -1.27 0.97
N -1.33 -0.64 -0.01
H 2.89 -2.76 0.85
C 0.63 3.16 1.43
C 0.91 -3.33 0.37
C -1.33 -0.75 -1.50
H 1.00 1.15 1.97
H -3.34 -0.09 -0.33

=====

# 2
39
Properties=species:S:1:pos:R:3 method="wB97M-V/def2-TZVPD" gap_ev="6.8 / 6.8" fmax_ev_per_a=0.4 total_charge=+1 e_tot_ha=-1265.78830 homo_energy_ev="-10.9 / -10.9"
C 0.78 -1.73 -1.91
H 0.43 -0.96 2.94
H 2.33 4.07 1.38
N -0.34 0.25 -1.53
H -2.62 -0.01 -3.28
H 2.60 1.24 0.28
C -3.19 2.18 -0.50
H 1.94 -0.19 2.46
N 1.32 -2.60 -2.75
C -1.43 0.89 -1.76
N -1.48 0.95 0.63
C -3.77 2.50 0.71
H 1.72 3.80 -1.14
H 1.74 -3.43 -2.38
H 2.77 2.63 2.30
H 0.06 -0.50 -3.42
H -4.67 3.10 0.75
C -2.04 1.26 1.80
C -3.20 2.02 1.88
N 0.22 -0.61 -2.43
H -2.83 1.73 -3.15
S 0.75 -2.05 -0.23
Ir 0.32 0.14 0.48
H 3.21 2.91 -1.45
H -1.38 1.10 -3.90
H -1.54 0.89 2.68
H 1.64 2.17 -1.82
O 0.75 2.07 0.68
C -2.10 0.93 -3.09
C 0.85 -0.07 2.45
H 0.63 0.81 3.06
H -3.62 2.53 -1.42
C 2.18 2.81 -1.12
C 2.81 3.10 1.32
C -2.04 1.41 -0.52
H 1.36 -2.45 -3.75
C 2.09 2.24 0.29
H -3.62 2.25 2.85
H 3.86 3.25 1.05

=====

# 3
41
Properties=species:S:1:pos:R:3 method="wB97M-V/def2-TZVPD" gap_ev=8.9 fmax_ev_per_a=2.2 total_charge=+1 e_tot_ha=-1547.95676 homo_energy_ev=-11.8
H -3.02 1.42 1.82
N 2.76 -3.39 0.77
H 2.94 -4.31 0.41
H -0.24 -2.57 -1.99
C -0.59 3.19 -1.25
H -0.11 2.38 -3.18
N 2.14 -0.83 1.66
K 0.16 0.80 0.58
C -0.14 0.07 3.92
H 0.74 4.53 -2.30
H 3.06 -3.14 1.70
H -1.36 3.82 0.65
N -0.71 0.16 2.93
C 0.61 -0.03 5.17
H 1.43 3.85 -0.84
H 1.10 -1.90 -2.71
N 1.72 -1.27 0.45
O 2.51 -1.57 2.56
N 0.65 -2.12 -1.83
C -1.94 0.40 -3.46
O 2.05 0.39 1.80
C 1.99 -2.53 0.11
H -4.40 1.73 0.76
H 1.29 0.81 5.24
C 0.51 4.23 -1.28
H -3.44 0.58 -1.20
C -0.75 2.30 -2.31
C -3.41 2.10 1.06
H 1.72 -3.86 -1.40
H -0.07 -0.03 6.01
C -1.46 3.11 -0.17
H 0.22 5.12 -0.72
H -2.95 -0.01 -3.49
H -1.24 -0.44 -3.38
N 1.47 -2.95 -1.06
C -2.63 1.29 -1.20
H -1.74 0.90 -4.40
C -1.77 1.35 -2.30
H -3.54 3.07 1.52
C -2.49 2.17 -0.13
H 1.20 -0.95 5.16

=====

# 4
35
Properties=species:S:1:pos:R:3 method="wB97M-V/def2-TZVPD" gap_ev=9.0 fmax_ev_per_a=2.3 e_tot_ha=-976.94901 smiles=CCSc1ncc(C[C@@H](C)CC)nc1C homo_energy_ev=-8.3
N 0.19 1.10 -0.55
H -3.80 -1.89 0.03
H 5.62 -1.28 -1.28
H 5.80 -0.67 1.10
C -4.83 -0.20 -0.65
H 3.99 -1.93 -1.06
H 0.97 3.39 -0.67
N 1.90 -0.91 0.22
H -4.56 -1.02 1.35
H -2.10 -0.93 1.43
C 4.94 -1.76 -0.55
C -2.56 1.13 1.23
C -0.28 -0.11 -0.34
H 2.34 3.21 0.46
H 4.18 -1.32 1.41
C 1.48 1.38 -0.31
H -1.81 -1.38 -1.11
C 0.61 -1.13 -0.02
H -3.07 1.76 0.47
S 4.07 0.76 0.35
H 5.36 -2.71 -0.27
C -3.99 -0.88 0.42
H -2.06 0.36 -1.39
H 0.25 -2.15 0.08
C -1.74 -0.37 -0.66
C -2.56 -0.29 0.67
C 2.36 0.34 -0.04
H -4.29 -0.27 -1.60
H -5.08 0.85 -0.46
H -1.58 1.55 1.44
C 1.85 2.81 -0.43
H -5.76 -0.75 -0.78
H 2.57 2.97 -1.26
H -3.19 1.19 2.12
C 4.81 -0.86 0.66